Record 1
Formula: C2H4O3
Source: the Open Molecules 2025 dataset
Level of theory: ωB97M-V/def2-TZVPD

The geometry in XYZ format:
```
9
C2H4O3 (ωB97M-V/def2-TZVPD)
C -0.84126 -0.58986 -0.01175
C 0.44227 0.11167 -0.06276
O 1.62040 -0.48006 -0.17768
O -1.83396 0.23890 -0.15986
O 0.30279 1.39083 -0.16394
H 2.32836 0.16216 -0.01486
H -0.84358 1.41188 -0.21418
H -0.83805 -1.62867 -0.36003
H -0.33699 -0.61684 1.16506
```

LUMO: 0.266 eV
net charge: 0
frontier orbital gap: 9.40 eV
highest occupied orbital energy: -9.13 eV
total energy: -304.245730 Ha

Record 2
Formula: C2H4O3
Source: the Open Molecules 2025 dataset
Level of theory: ωB97M-V/def2-TZVPD

The geometry in XYZ format:
```
9
C2H4O3 (ωB97M-V/def2-TZVPD)
C 1.79877 -0.22112 -0.09981
C -0.95600 0.71879 -0.11005
O 2.40475 0.65976 0.76783
O 2.66346 0.64920 -0.68110
O 2.04486 -1.55230 0.11368
H -1.80198 0.18506 -0.51217
H -0.48474 1.39006 -0.71369
H -0.46305 0.60549 0.79062
H 2.82198 -1.95579 -0.27020
```

LUMO (alpha / beta): -0.766 / 0.087 eV
net charge: 0
frontier orbital gap (alpha / beta): 8.27 / 9.95 eV
highest occupied orbital energy (alpha / beta): -9.04 / -9.87 eV
total energy: -304.037169 Ha

Record 3
Formula: C2H4O3
Source: the Open Molecules 2025 dataset
Level of theory: ωB97M-V/def2-TZVPD

The geometry in XYZ format:
```
9
C2H4O3 (ωB97M-V/def2-TZVPD)
C 0.92092 0.52287 0.41893
C -0.30960 0.01319 -0.15093
O -0.47698 0.26819 -1.49878
O 0.00308 -1.44341 0.03537
O -1.03692 0.62438 0.73758
H -1.42890 0.34849 -1.64801
H -0.47366 -1.71854 0.83423
H 1.60808 1.13723 -0.15575
H 1.19398 0.24760 1.42736
```

LUMO (alpha / beta): -1.195 / -1.197 eV
net charge: 0
frontier orbital gap (alpha / beta): 8.81 / 8.80 eV
highest occupied orbital energy (alpha / beta): -10.00 / -10.00 eV
total energy: -304.201527 Ha

Record 4
Formula: C2H4O3P
Source: the Open Molecules 2025 dataset
Level of theory: ωB97M-V/def2-TZVPD

The geometry in XYZ format:
```
10
C2H4O3P (ωB97M-V/def2-TZVPD)
C 0.87464 0.39934 0.84120
C -0.62709 0.66172 0.46367
O -1.25012 1.51459 1.08296
P -1.23709 -0.12879 -1.22837
O -2.44967 -1.07673 -0.84277
O 0.25592 -1.12272 -1.18792
H 0.90558 -0.62169 1.22194
H 1.31769 1.04110 1.59793
H 1.39586 0.26215 0.00268
H 0.81427 -0.92898 -1.95132
```

LUMO: 4.039 eV
net charge: -1
frontier orbital gap: 7.06 eV
highest occupied orbital energy: -3.02 eV
total energy: -645.735612 Ha

Record 5
Formula: C2H4O3P
Source: the Open Molecules 2025 dataset
Level of theory: ωB97M-V/def2-TZVPD

The geometry in XYZ format:
```
10
C2H4O3P (ωB97M-V/def2-TZVPD)
C 0.36492 0.01527 -1.31384
C 0.50757 0.18719 0.17770
O 0.12706 -2.30496 -2.98007
O 0.07815 0.83015 -2.13084
O 0.78234 -2.51483 -0.46553
P 0.27855 -1.74225 -1.62233
H -0.01648 1.14619 0.44047
H 1.54296 0.06199 0.30944
H 0.05257 -0.67263 0.56897
H -1.97976 -1.23477 -1.31873
```

LUMO (alpha / beta): 3.940 / 3.941 eV
net charge: -1
frontier orbital gap (alpha / beta): 7.46 / 7.46 eV
highest occupied orbital energy (alpha / beta): -3.52 / -3.52 eV
total energy: -645.695802 Ha

Record 6
Formula: C2H4O3S
Source: the Open Molecules 2025 dataset
Level of theory: ωB97M-V/def2-TZVPD

The geometry in XYZ format:
```
10
C2H4O3S (ωB97M-V/def2-TZVPD)
O -1.51033 -1.33304 0.63094
S -1.14103 -0.02075 0.05761
O -2.17012 0.86890 -0.41824
C 0.31042 0.80409 0.55879
C 0.49198 0.06199 -0.74509
O 1.32674 -1.34309 -0.41126
H 0.89936 0.62980 1.46898
H 0.20342 1.80638 0.45238
H 0.96229 0.31753 -1.66417
H 0.62729 -1.79183 0.07007
```

LUMO: 0.481 eV
net charge: 0
frontier orbital gap: 11.20 eV
highest occupied orbital energy: -10.72 eV
total energy: -702.377227 Ha

Record 7
Formula: C2H4O3S3
Source: the Open Molecules 2025 dataset
Level of theory: ωB97M-V/def2-TZVPD

The geometry in XYZ format:
```
12
C2H4O3S3 (ωB97M-V/def2-TZVPD)
O -1.09911 -1.33633 0.99234
C -0.76116 -0.15490 1.13794
S -0.96884 1.07209 2.34035
C 0.31082 0.65389 0.77147
O 1.56940 0.64499 1.24830
S 0.18192 1.93657 -0.51161
H 1.70967 -0.03232 1.87567
H 1.53417 2.04216 -0.78822
O -0.23877 -0.39771 -1.95303
S -0.52409 -2.05915 -2.19261
H -1.09915 0.01744 -1.90315
H -0.61487 -2.38673 -1.01744
```

LUMO: -0.232 eV
net charge: 0
frontier orbital gap: 9.03 eV
highest occupied orbital energy: -9.26 eV
total energy: -1498.772446 Ha

Record 8
Formula: C2H4O3Si
Source: the Open Molecules 2025 dataset
Level of theory: ωB97M-V/def2-TZVPD

The geometry in XYZ format:
```
10
C2H4O3Si (ωB97M-V/def2-TZVPD)
C -0.96823 1.58649 -0.65785
C 0.16433 -1.63066 1.60627
O -2.03866 1.64569 -1.17366
O 0.85637 0.05342 -2.47713
O 1.73028 0.85272 -1.61204
Si 0.40168 0.31687 -0.93256
H -0.66532 2.23212 0.07411
H 0.13966 -0.90785 2.52852
H -0.77599 -2.05890 1.29876
H 1.15587 -2.08991 1.34559
```

LUMO (alpha / beta): -0.649 / -1.620 eV
net charge: 0
frontier orbital gap (alpha / beta): 8.12 / 7.70 eV
highest occupied orbital energy (alpha / beta): -8.76 / -9.32 eV
total energy: -593.588314 Ha

Record 9
Formula: C2H4O4
Source: the Open Molecules 2025 dataset
Level of theory: ωB97M-V/def2-TZVPD

The geometry in XYZ format:
```
10
C2H4O4 (ωB97M-V/def2-TZVPD)
C 2.15949 0.05242 0.29041
C 1.85456 -1.14276 -0.10389
O 1.46782 -2.17485 -0.42874
H 2.63842 0.41368 1.21818
H 1.73632 0.78084 -0.40684
O -2.41077 1.28517 -0.43975
O -1.27745 0.47727 0.01488
O -1.81455 -0.74198 0.44229
H -2.33212 2.11146 -0.09209
H -2.02172 -1.06125 -0.49446
```

LUMO: 0.801 eV
net charge: 0
frontier orbital gap: 10.03 eV
highest occupied orbital energy: -9.23 eV
total energy: -379.322395 Ha

Record 10
Formula: C2H4O4S
Source: the Open Molecules 2025 dataset
Level of theory: ωB97M-V/def2-TZVPD

The geometry in XYZ format:
```
11
C2H4O4S (ωB97M-V/def2-TZVPD)
C -0.43013 -0.62947 -0.20015
C -0.93187 0.33974 -1.19062
O 0.84968 1.26844 1.76237
O 1.50221 -1.68663 -1.78343
O -0.69086 -2.01227 -0.49426
O -1.27058 1.46648 -0.89665
S 1.02934 -1.74125 -0.43543
H -0.69140 -0.32037 0.91428
H -1.14128 0.01082 -2.16769
H 1.57531 1.36232 2.46610
H 0.19957 1.94219 2.02548
```

LUMO: -0.160 eV
net charge: 0
frontier orbital gap: 10.00 eV
highest occupied orbital energy: -10.16 eV
total energy: -777.663399 Ha

Record 11
Formula: C2H4O4S
Source: the Open Molecules 2025 dataset
Level of theory: ωB97M-V/def2-TZVPD

The geometry in XYZ format:
```
11
C2H4O4S (ωB97M-V/def2-TZVPD)
O -2.73207 1.00816 0.21249
S -1.68297 0.08429 -0.05679
O -1.84946 -1.35749 0.00229
C -0.30852 0.69711 -0.75110
C 0.99397 0.08733 -0.15091
O 1.25273 -1.22382 -0.62744
O 0.80244 -0.03648 1.25366
H -0.45565 1.82122 -0.67874
H 1.86882 0.60047 -0.43690
H 0.44413 -1.72392 -0.53498
H 1.66658 0.04313 1.76843
```

LUMO: -0.557 eV
net charge: 0
frontier orbital gap: 9.43 eV
highest occupied orbital energy: -9.99 eV
total energy: -777.652658 Ha

Record 12
Formula: C2H4O8S2
Source: the Open Molecules 2025 dataset
Level of theory: ωB97M-V/def2-TZVPD

The geometry in XYZ format:
```
16
C2H4O8S2 (ωB97M-V/def2-TZVPD)
C 0.35945 0.02634 -0.82055
C -0.13854 1.08771 0.12664
O -1.60919 -2.11268 -0.47478
O 1.92284 0.48396 1.78403
O -3.24737 -2.50411 1.27329
O -0.85958 -1.90452 1.97063
O 1.68062 2.71592 1.09452
O -0.03317 1.99270 2.58729
O 1.68079 -0.32427 -0.68785
O -1.24851 1.61758 0.09113
S -2.17480 -1.58711 0.83907
S 0.91493 1.54121 1.53213
H -0.21725 -0.91193 -0.84313
H 0.18549 0.33468 -1.99187
H 1.84212 -0.20931 0.33559
H -0.10998 -1.29305 1.76964
```

LUMO: 5.988 eV
net charge: -2
frontier orbital gap: 7.47 eV
highest occupied orbital energy: -1.48 eV
total energy: -1476.915943 Ha

Record 13
Formula: C2H4OS
Source: the Open Molecules 2025 dataset
Level of theory: ωB97M-V/def2-TZVPD

The geometry in XYZ format:
```
8
C2H4OS (ωB97M-V/def2-TZVPD)
C -2.61869 0.99156 0.85296
C 1.03924 -0.57839 -0.05187
O 0.18302 0.39207 -0.60810
S -2.36261 0.55687 -0.57342
H -0.09656 1.00752 0.08491
H 1.13800 -1.34457 -0.69648
H 0.67098 -0.91550 0.87623
H 2.04663 -0.10958 0.11577
```

LUMO: 0.235 eV
net charge: 0
frontier orbital gap: 10.58 eV
highest occupied orbital energy: -10.34 eV
total energy: -551.915855 Ha

Record 14
Formula: C2H4OS2
Source: the Open Molecules 2025 dataset
Level of theory: ωB97M-V/def2-TZVPD

The geometry in XYZ format:
```
9
C2H4OS2 (ωB97M-V/def2-TZVPD)
C -0.89510 0.12296 -0.62429
C -1.09674 -0.04836 0.67416
O 2.17432 0.92927 -0.91319
S 1.28895 -1.35415 0.37515
S 2.15102 0.32484 0.43725
H -1.16291 -0.54432 -1.41964
H -0.47776 1.01606 -0.85539
H -0.55067 0.61921 1.31841
H -1.43110 -1.06551 1.00753
```

LUMO (alpha / beta): -1.710 / -1.708 eV
net charge: 0
frontier orbital gap (alpha / beta): 7.56 / 7.56 eV
highest occupied orbital energy (alpha / beta): -9.27 / -9.27 eV
total energy: -950.125476 Ha

Record 15
Formula: C2H4OS2
Source: the Open Molecules 2025 dataset
Level of theory: ωB97M-V/def2-TZVPD

The geometry in XYZ format:
```
9
C2H4OS2 (ωB97M-V/def2-TZVPD)
C 1.04743 -0.23274 0.56539
C -0.15922 -0.31515 -0.10460
O -1.57434 1.70210 -3.95046
S 0.69322 0.01548 -4.22799
S -0.30396 1.36759 -3.28827
H 2.00314 -0.43215 0.04989
H 1.07024 -0.18365 1.61189
H -0.27539 -0.18171 -1.25252
H -1.02972 0.01532 0.44229
```

LUMO: -2.133 eV
net charge: 0
frontier orbital gap: 8.11 eV
highest occupied orbital energy: -10.24 eV
total energy: -950.136272 Ha

Record 16
Formula: C2H4OSi
Source: the Open Molecules 2025 dataset
Level of theory: ωB97M-V/def2-TZVPD

The geometry in XYZ format:
```
8
C2H4OSi (ωB97M-V/def2-TZVPD)
C -0.58040 2.01677 1.28699
C -0.44516 0.94833 0.75467
O -0.40023 -0.26789 0.24361
Si 0.37525 -1.26764 -0.76050
H -0.56524 3.07139 1.62806
H 1.78939 -1.65904 -0.66300
H 0.14177 -0.38689 -2.08392
H -0.31538 -2.45502 -0.40590
```

LUMO: 0.646 eV
net charge: 0
frontier orbital gap: 10.35 eV
highest occupied orbital energy: -9.70 eV
total energy: -443.237743 Ha

Record 17
Formula: C2H4P2
Source: the Open Molecules 2025 dataset
Level of theory: ωB97M-V/def2-TZVPD

The geometry in XYZ format:
```
8
C2H4P2 (ωB97M-V/def2-TZVPD)
C -0.53006 -1.23439 0.21227
C -0.01185 1.01684 -0.37204
P -1.59255 0.05732 -0.04132
P 1.05149 -0.53127 -0.30735
H -0.75440 -2.26083 0.45377
H 0.00316 1.53874 -1.33032
H 0.22623 1.73297 0.41501
H 1.60799 -0.31938 0.96997
```

LUMO: 0.195 eV
net charge: 0
frontier orbital gap: 8.84 eV
highest occupied orbital energy: -8.65 eV
total energy: -761.247287 Ha

Record 18
Formula: C2H4P2
Source: the Open Molecules 2025 dataset
Level of theory: ωB97M-V/def2-TZVPD

The geometry in XYZ format:
```
8
C2H4P2 (ωB97M-V/def2-TZVPD)
C -0.24295 -0.99476 0.87960
C -0.16516 0.95287 -0.43188
P -0.67833 0.56395 1.31905
P -0.03824 -0.88879 -0.90092
H -0.17147 -1.99667 1.36260
H -0.88251 1.69013 -1.05700
H 0.82064 1.47419 -0.23911
H 1.35802 -0.80091 -0.93234
```

LUMO: 0.233 eV
net charge: 0
frontier orbital gap: 9.10 eV
highest occupied orbital energy: -8.87 eV
total energy: -761.230959 Ha

Record 19
Formula: C2H4S2
Source: the Open Molecules 2025 dataset
Level of theory: ωB97M-V/def2-TZVPD

The geometry in XYZ format:
```
8
C2H4S2 (ωB97M-V/def2-TZVPD)
C -0.55537 -0.41056 0.65500
C 0.16286 0.36779 -0.41700
S 1.84476 1.01546 -0.09447
S 1.09856 -0.54239 -1.64379
H -0.85105 0.30688 1.35225
H 0.16583 -1.07705 1.08568
H -1.32737 -0.80498 0.03222
H -0.53822 1.14485 -0.96989
```

LUMO: -1.092 eV
net charge: 0
frontier orbital gap: 7.79 eV
highest occupied orbital energy: -8.88 eV
total energy: -874.928800 Ha

Record 20
Formula: C2H4S2
Source: the Open Molecules 2025 dataset
Level of theory: ωB97M-V/def2-TZVPD

The geometry in XYZ format:
```
8
C2H4S2 (ωB97M-V/def2-TZVPD)
C -0.08119 0.27638 0.30050
C -0.06566 -0.51033 -1.00279
S 0.08983 -0.45585 1.82545
S 0.22108 1.92608 0.38085
H 0.41605 -1.46789 -0.84806
H -1.11294 -0.91966 -1.19938
H 0.14649 0.38269 -1.74342
H 0.38633 0.76858 2.28685
```

LUMO: -0.368 eV
net charge: 0
frontier orbital gap: 8.25 eV
highest occupied orbital energy: -8.61 eV
total energy: -874.922879 Ha